[1]
Entry from OMol25: C26H30Br24O4S as an isolated structure at a distorted geometry (the ωB97M-V functional and the def2-TZVPD basis).

The geometry in ORCA input format:
```
! wB97M-V def2-TZVPD RIJCOSX def2/J DEFGRID3
* xyz 0 1
C -2.1606 5.0564 -2.0224
C -2.6570 3.9563 -1.0491
S -1.9423 4.1624 0.6146
C -0.3013 3.4175 0.3267
C -0.2194 1.9534 0.6698
C 0.9010 1.2764 0.9599
C 2.3020 1.8122 1.0091
O 3.1257 1.2940 -0.0152
C 3.3443 -0.0730 -0.0054
C 3.5899 -0.7576 1.1680
C 3.7699 -2.1407 1.2027
C 3.9803 -2.8277 2.5318
C 3.7219 -2.8284 0.0051
C 3.5160 -2.1266 -1.1791
C 3.3082 -0.7575 -1.2279
C 3.0707 -0.1268 -2.5883
C 4.4066 0.2223 -3.2732
C 2.0953 1.0650 -2.6163
C 0.4283 -0.1149 1.2688
O 0.7975 -0.9232 2.0439
O -0.7396 -0.2657 0.4514
C -1.3775 0.9591 0.7356
O -2.5193 1.0828 1.0010
H -1.6590 5.8366 -1.4499
H -1.4224 4.6427 -2.7089
H -2.9987 5.5123 -2.5483
H -2.3314 2.9842 -1.4246
H -3.7406 3.9237 -0.9682
H -0.1050 3.5133 -0.7439
H 0.4059 4.0085 0.9019
H 2.2467 2.8844 0.8246
H 2.7265 1.7162 2.0136
H 3.6417 -0.2398 2.1181
H 4.9905 -3.2271 2.6131
H 3.2311 -3.6108 2.6630
H 3.7820 -2.1005 3.3199
H 3.8402 -3.9060 -0.0176
H 3.4735 -2.6917 -2.1047
H 2.6217 -0.9077 -3.2092
H 4.8078 -0.6486 -3.7966
H 5.1574 0.5684 -2.5606
H 4.2695 0.9918 -4.0354
H 1.2763 0.9058 -1.9139
H 1.7115 1.1675 -3.6322
H 2.6378 1.9721 -2.3507
C -4.8973 3.7484 -5.3188
Br -4.4579 2.7385 -3.7418
Br -5.7450 5.4101 -4.8465
Br -3.3588 4.0260 -6.4409
H -5.6066 3.1651 -5.8881
C -2.7182 -3.9404 1.9221
Br -1.7127 -2.4636 1.1957
Br -4.1086 -3.3464 3.1115
Br -3.3973 -5.0921 0.5341
H -2.0339 -4.5347 2.5097
C -4.5960 -4.0794 7.2292
Br -2.8450 -3.2873 7.3070
Br -5.9174 -2.8243 6.6154
Br -4.6022 -5.6962 6.1854
H -4.8672 -4.3550 8.2383
C -6.9597 8.0623 -1.9815
Br -5.2425 7.9509 -1.1211
Br -6.7792 8.3814 -3.8725
Br -8.0342 6.5078 -1.6275
H -7.4767 8.9131 -1.5622
C -9.7756 -3.2920 7.7510
Br -11.5580 -3.7474 8.3140
Br -8.9981 -1.9439 8.8833
Br -8.6544 -4.8485 7.6191
H -9.8530 -2.8700 6.7593
C 7.1431 3.2621 -5.1157
Br 8.8262 3.4722 -4.2096
Br 6.8997 1.4602 -5.7467
Br 5.6708 3.8435 -4.0208
H 7.1654 3.9036 -5.9844
C 7.4263 -3.4949 -1.9173
Br 8.0806 -4.7347 -0.5953
Br 6.4065 -2.0793 -1.1153
Br 8.8509 -2.8311 -3.0358
H 6.7543 -4.0450 -2.5602
C 0.3736 -7.5351 1.1654
Br 1.2817 -5.9601 0.5281
Br -1.0410 -7.0698 2.3808
Br -0.2662 -8.6281 -0.2816
H 1.0933 -8.1215 1.7176
*
```

Values from the calculation:
HOMO ... -8.65 eV
E_LUMO ... -0.416 eV

Löwdin atomic charge list, values in e, 4 entries: number 1, C, carries -0.17; number 2, C, carries -0.56; number 3, S, carries 0.88; number 4, C, carries -0.39



[2]
Entry from OMol25: C5H13NOS as an isolated structure at a distorted geometry (the ωB97M-V functional and the def2-TZVPD basis).

The geometry in ORCA input format:
```
! wB97M-V def2-TZVPD RIJCOSX def2/J DEFGRID3
* xyz 0 1
C 1.2687 0.1531 1.3173
C 2.2762 -0.2287 0.2453
O 2.7459 0.9919 -0.3902
C 0.2482 1.2361 0.8182
N -0.5210 0.8642 -0.3466
C -1.2764 -0.3603 -0.3042
C -2.4697 -0.4161 -1.2592
S -3.3147 -2.0364 -0.9867
H 1.8375 0.5582 2.1562
H 0.6986 -0.7378 1.6052
H 3.1385 -0.7962 0.6122
H 1.7936 -0.8492 -0.5124
H 3.1801 0.7160 -1.2048
H -0.3996 1.6144 1.6260
H 0.8195 2.1446 0.5981
H -0.0865 1.2297 -1.1789
H -0.6740 -1.2711 -0.4851
H -1.6628 -0.4390 0.7181
H -2.1086 -0.4743 -2.2935
H -3.1856 0.3854 -1.1789
H -2.3077 -2.2846 0.4439
*
```

Values from the calculation:
HOMO ... -8.53 eV
Energy relative to the best compared isomer or geometry (same formula, charge and spin) ... 59.2 kcal per mole
E_LUMO ... 0.250 eV

Löwdin atomic charge list, values in e, 4 entries: number 1, C, carries -0.16; number 2, C, carries -0.25; number 3, O, carries -0.09; number 4, C, carries -0.24



[3]
Entry from OMol25: a 2-piece molecular cluster, C2H7N2 overall at a distorted geometry (the ωB97M-V functional and the def2-TZVPD basis).

The geometry in ORCA input format:
```
! wB97M-V def2-TZVPD RIJCOSX def2/J DEFGRID3
* xyz 1 1
C -0.8169 0.8011 0.1913
C 0.2948 -0.1891 0.1646
N 1.4579 0.0321 -0.4452
N -0.9254 -0.5373 -0.4229
H -1.4170 0.8920 1.0599
H -1.1201 1.4507 -0.6555
H 0.8875 -0.9160 2.6877
H 2.1241 -0.6473 -0.7844
H 1.9842 0.8901 -0.1652
H -1.5489 -1.2454 -0.1534
H -0.9199 -0.5310 -1.4769
*
```

Values from the calculation:
HOMO (alpha / beta) ... -14.43 / -13.41 eV
Energy relative to the best compared isomer or geometry (same formula, charge and spin) ... 152.1 kcal per mole
E_LUMO (alpha / beta) ... -5.238 / -3.715 eV

Löwdin atomic charge list, values in e, 4 entries: number 1, C, carries 0.03; number 2, C, carries -0.32; number 3, N, carries 0.15; number 4, N, carries 0.12



[4]
Entry from OMol25: C16H27N2Ti as an isolated structure at a distorted geometry (the ωB97M-V functional and the def2-TZVPD basis).

The geometry in ORCA input format:
```
! wB97M-V def2-TZVPD RIJCOSX def2/J DEFGRID3
* xyz 2 2
C 0.1602 -2.2888 0.7207
H 0.6933 -2.4118 1.7092
H -0.8739 -2.6531 0.8960
H 0.5129 0.8770 1.9541
C 0.8824 -2.9559 -0.4361
H 0.4185 -2.6564 -1.3919
H 1.9241 -2.5946 -0.4818
C 0.8531 -4.4977 -0.3408
H 1.2406 -4.9617 -1.2507
H 1.4695 -4.8491 0.4906
H -0.1765 -4.8353 -0.1718
C -0.7070 1.7053 -0.3787
C -0.9199 0.5799 -1.2271
C -1.7402 -0.3577 -0.5202
C -1.9385 0.1308 0.8210
C -1.2912 1.4185 0.9078
C -1.3100 2.3329 2.0880
C -2.7099 -0.5336 1.9072
C -2.5313 -1.4355 -1.1704
C -0.6065 0.5297 -2.6838
C -0.2037 3.0258 -0.8209
Ti 0.2855 -0.2319 0.8728
H -2.4297 -0.1386 2.8917
H -3.7909 -0.3798 1.7788
H -2.5386 -1.6180 1.9333
H -1.4029 1.7519 3.0171
H -0.3679 2.8987 2.1452
H -2.1361 3.0592 2.0593
H 0.4342 2.9190 -1.7073
H -1.0323 3.7045 -1.0913
H 0.3763 3.5197 -0.0313
H -0.6247 -0.5007 -3.0650
H -1.3366 1.1039 -3.2804
H 0.3888 0.9509 -2.8892
H -2.4878 -2.3761 -0.6112
H -3.5987 -1.1594 -1.2413
H -2.1672 -1.6416 -2.1842
N 3.9996 1.5424 -0.5291
C 3.6869 2.4335 0.5015
C 2.5005 2.0128 0.9976
N 2.0992 0.8478 0.3289
C 3.0028 0.6251 -0.6185
H 4.8129 1.5776 -1.1370
H 4.2859 3.2795 0.7823
H 1.9088 2.4385 1.7886
H 2.9861 -0.1878 -1.3316
*
```

Values from the calculation:
HOMO (alpha / beta) ... -16.01 / -15.90 eV
Energy relative to the best compared isomer or geometry (same formula, charge and spin) ... 37.7 kcal per mole
E_LUMO (alpha / beta) ... -7.547 / -10.273 eV

Löwdin atomic charge list, values in e, 4 entries: number 1, C, carries -0.24; number 2, H, carries 0.10; number 3, H, carries 0.07; number 4, H, carries 0.05



[5]
Entry from OMol25: C5H7CoO4 as an isolated structure at a distorted geometry (the ωB97M-V functional and the def2-TZVPD basis).

The geometry in ORCA input format:
```
! wB97M-V def2-TZVPD RIJCOSX def2/J DEFGRID3
* xyz 1 4
O 1.6313 0.0209 0.4247
Co 0.6057 -1.3926 1.1139
C 2.2485 0.2992 -0.6493
C 1.4082 0.5104 -1.8574
H 3.1425 0.9362 -0.5482
H 1.7862 -0.6223 -2.0697
H 0.7339 1.3430 -1.6011
H 1.9927 0.9857 -2.6597
C -1.3172 -0.4525 -1.2778
C -0.9369 -0.7041 0.0118
O -1.7845 0.0088 0.9655
C -1.5371 -0.2376 2.2166
O -0.5414 -0.8464 2.6309
O -2.3468 0.4188 3.0071
H -1.0942 -1.2367 -2.0047
H -2.1040 0.2710 -1.5138
H -1.8869 0.6981 3.8111
*
```

Values from the calculation:
HOMO (alpha / beta) ... -12.74 / -12.65 eV
Energy relative to the best compared isomer or geometry (same formula, charge and spin) ... 71.7 kcal per mole
E_LUMO (alpha / beta) ... -4.992 / -5.050 eV

Löwdin atomic charge list, values in e, 4 entries: number 1, O, carries -0.10; number 2, Co, carries 0.96; number 3, C, carries -0.17; number 4, C, carries -0.05



[6]
Entry from OMol25: one molecule with the formula C16H16N2O6 at a distorted geometry (the ωB97M-V functional and the def2-TZVPD basis).

The geometry in ORCA input format:
```
! wB97M-V def2-TZVPD RIJCOSX def2/J DEFGRID3
* xyz 0 1
C -1.3027 4.0190 -0.0254
C -1.4129 2.4779 -0.1195
N -0.5450 1.6700 0.7020
C -0.8682 0.4080 1.2019
O -1.9795 0.0006 0.8758
C 0.1345 -0.4451 1.7700
C -0.0772 -1.7711 1.5608
C 1.0314 -2.6922 1.7428
C 0.9854 -4.0308 1.4715
C 2.1115 -4.8833 1.5628
N 1.9529 -6.2773 1.2529
O 2.8678 -7.1169 1.5264
O 0.8720 -6.6146 0.6064
C 3.2978 -4.3501 1.9631
C 3.3934 -2.9588 2.3275
C 2.2909 -2.2391 2.0906
O 2.4419 -0.8347 2.2988
C 1.3326 -0.0129 2.3002
O 1.2436 1.1326 2.8198
C -1.2097 2.1508 -1.5937
C -2.5141 2.3968 -2.3369
C -2.1376 3.1865 -3.5976
C -0.6561 2.9370 -3.7032
O -0.1353 2.7958 -2.3276
H -2.1745 4.4775 -0.5807
H -1.3413 4.3604 0.9796
H -0.2949 4.3011 -0.5024
H -2.3769 2.1617 0.0813
H 0.2178 2.0047 1.2380
H -1.0918 -2.1945 1.2879
H 0.0292 -4.4527 1.0499
H 4.2686 -4.9340 1.9588
H 4.2968 -2.6491 2.6441
H -0.8643 1.0666 -1.6083
H -2.8540 1.3901 -2.7146
H -3.3673 2.6211 -1.7701
H -2.2361 4.1847 -3.4159
H -2.6299 2.9425 -4.5787
H -0.4774 1.9867 -4.2473
H -0.2213 3.7853 -4.1912
*
```

Values from the calculation:
HOMO ... -9.37 eV
Structure (SMILES) ... C[C@H](NC(=O)c1cc2cc([N+](=O)[O-])ccc2oc1=O)[C@H]1CCCO1
Energy relative to the best compared isomer or geometry (same formula, charge and spin) ... 79.2 kcal per mole
E_LUMO ... -1.484 eV

Löwdin atomic charge list, values in e, 4 entries: number 1, C, carries -0.01; number 2, C, carries -0.31; number 3, N, carries 0.13; number 4, C, carries -0.40